Version P
8
Properties=species:S:1:pos:R:3 method="wB97M-V/def2-TZVPD" e_lumo_ev=-0.9100 smiles="O=S(=O)(F)OP" charge=0 homo_lumo_gap_ev=10.2
O 2.505 2.486 1.184
S 2.921 1.179 0.834
O 4.185 0.741 1.392
F 3.098 1.168 -0.793
O 1.615 0.253 0.778
P -0.191 0.500 0.491
H -0.124 0.618 -0.897
H -0.350 -0.887 0.519

***

Version Q
8
Properties=species:S:1:pos:R:3 method="wB97M-V/def2-TZVPD" e_lumo_ev=-0.0048 charge=0 homo_lumo_gap_ev=11.0
O -3.958 0.315 0.315
O -1.510 0.381 0.724
O -2.382 -0.083 -1.478
F -2.665 -1.586 0.390
P -0.295 1.386 0.025
S -2.669 -0.131 -0.100
H -1.015 1.527 -1.171
H -0.721 2.647 0.448

***

Which of them is most stable? Easy: version Q.